Formula: C7H12NOS
Source: OMol25
Level of theory: ωB97M-V with the def2-TZVPD basis set

Computed properties:
Energy above the lowest of the compared OMol25 structures with the same formula, charge and spin = 197.3 kJ/mol
F_max = 4.14 eV Å⁻¹
Kohn-Sham gap = 9.972 eV
DFT total energy = -21817.455 eV
Net charge = +1

```
22
Properties=species:S:1:pos:R:3:forces:R:3
C -0.750703 -2.843637 -0.036073 -1.057 -1.107 -1.626
C 0.174592 -1.865717 -0.581992 -1.690 3.683 -0.850
O 1.040247 -1.860555 -1.380841 1.312 -0.722 -0.461
C -0.357797 -0.212192 -0.269428 -0.442 -2.895 -0.901
C -1.092514 0.505105 0.832193 -1.594 -0.158 0.623
C -1.266687 1.650341 -0.205451 0.244 -0.342 1.232
C 0.182760 2.085811 -0.381752 0.424 0.387 -1.783
N 0.772073 0.702429 -0.506657 3.039 -1.261 -0.095
C 1.840201 0.480477 0.571859 0.160 -0.947 1.048
S -1.582030 0.434803 -1.580978 0.717 0.064 1.289
H -0.490859 -3.908823 -0.098462 0.305 0.504 -0.066
H -1.770586 -2.722042 -0.544920 1.350 0.154 0.853
H -0.758253 -2.482648 0.938806 -0.943 -0.078 2.275
H -0.517546 0.780067 1.741834 -0.453 -0.254 -0.521
H -2.109224 0.082374 1.123458 1.526 0.332 -0.525
H -2.007719 2.317228 0.136092 -0.738 1.262 -0.463
H 0.439526 2.674339 -1.269129 -0.543 -0.371 -0.208
H 0.753032 2.617858 0.373285 -0.678 -0.194 0.793
H 1.194039 0.343871 -1.442660 -0.697 1.303 1.593
H 2.579553 1.295816 0.633755 -0.451 -0.274 -0.522
H 1.378045 0.404301 1.629444 0.544 0.061 -2.014
H 2.349850 -0.479205 0.317616 -0.336 0.852 0.327
```
Positions in Å, forces in eV/Å.

***

Formula: C16H12BrClN2O6PtS2
Source: OMol25
Level of theory: ωB97M-V with the def2-TZVPD basis set

Computed properties:
F_max = 0.80 eV Å⁻¹
Kohn-Sham gap (spin up / spin down) = 8.300 / 8.478 eV
DFT total energy = -139531.382 eV
Multiplicity = 3
<S²> = 2.01

```
41
Properties=species:S:1:pos:R:3:forces:R:3
Pt 0.397157 0.236573 1.052693 -0.597 -0.529 -0.063
O 2.535847 0.377055 2.061234 -0.006 -0.096 -0.078
S 2.851360 -0.726805 1.137180 -0.063 0.210 0.124
O 4.138996 -1.327184 1.252339 0.052 -0.038 0.014
O 1.708714 -1.699635 1.160376 0.117 0.038 -0.077
C 2.669345 -0.045038 -0.532792 0.011 0.001 -0.116
C 3.158762 -0.958817 -1.474123 -0.016 0.073 0.135
C 2.962436 -0.785080 -2.824687 -0.005 -0.013 -0.103
C 2.240841 0.314946 -3.265039 0.033 -0.051 -0.065
C 1.751949 1.228204 -2.356899 -0.006 -0.043 0.166
C 1.945749 1.095150 -0.967906 0.093 0.225 0.005
S 1.336762 2.693096 -0.151591 0.146 -0.242 -0.003
O 0.297316 3.114067 -1.060705 -0.001 0.090 -0.020
O 2.509583 3.500533 -0.034889 -0.027 0.066 0.046
O 0.721517 2.365855 1.183963 0.013 -0.090 -0.267
H 3.707200 -1.816415 -1.107557 -0.004 -0.001 0.013
H 3.367779 -1.500065 -3.529032 0.002 0.004 0.011
H 2.076709 0.477837 -4.322805 -0.005 -0.004 0.009
H 1.218131 2.094854 -2.715225 -0.012 0.014 0.029
Br -2.216701 2.126933 5.852316 -0.009 0.006 0.017
C -2.259032 0.894624 4.435473 -0.008 0.009 0.014
C -3.269496 -0.044108 4.334733 -0.045 -0.021 0.021
C -3.246182 -0.925169 3.266333 -0.024 -0.019 -0.004
C -2.221915 -0.839370 2.343753 0.044 0.015 0.026
N -1.254164 0.072698 2.453242 0.129 0.147 0.307
C -1.262021 0.929204 3.478634 0.046 0.034 -0.095
H -4.055265 -0.083183 5.076588 0.002 -0.006 -0.007
H -4.013946 -1.676529 3.149125 0.002 0.004 0.001
H -2.161668 -1.508796 1.497121 0.013 0.005 -0.001
H -0.459106 1.654559 3.515624 0.006 -0.005 -0.007
Cl -2.801238 1.270970 -3.552398 0.052 -0.080 0.066
C -1.973309 0.077031 -2.616868 -0.082 0.115 -0.086
C -1.746600 -1.188761 -3.123996 -0.005 -0.055 -0.056
C -1.054627 -2.097844 -2.341850 -0.006 -0.018 0.006
C -0.616975 -1.712411 -1.089485 0.005 0.000 0.077
N -0.859516 -0.488451 -0.605856 0.156 0.260 -0.169
C -1.513345 0.404983 -1.355239 -0.036 -0.008 0.126
H -2.095385 -1.447087 -4.114701 0.001 0.000 0.007
H -0.840856 -3.093798 -2.702307 0.000 0.002 -0.001
H -0.036451 -2.367321 -0.451277 0.009 0.003 -0.009
H -1.638356 1.402695 -0.953499 0.029 -0.005 0.006
```
Positions in Å, forces in eV/Å.

***

Formula: C17H28NO3
Source: OMol25
Level of theory: ωB97M-V with the def2-TZVPD basis set

Computed properties:
Energy above the lowest of the compared OMol25 structures with the same formula, charge and spin = 99.7 kJ/mol
F_max = 0.86 eV Å⁻¹
Kohn-Sham gap = 8.978 eV
DFT total energy = -25709.369 eV
Net charge = +1

```
49
Properties=species:S:1:pos:R:3:forces:R:3
C 0.945377 4.034807 -6.695352 -0.168 -0.127 0.135
C 0.528467 3.049829 -5.611391 0.274 0.060 -0.037
C 1.737930 2.346854 -4.998366 -0.493 -0.129 0.305
C 1.337684 1.376395 -3.892793 0.368 -0.151 -0.405
O 0.808093 2.135903 -2.816279 -0.043 0.277 0.036
C 0.356380 1.515615 -1.718101 -0.161 -0.136 0.369
C 0.367581 0.135954 -1.509475 0.136 0.175 -0.343
C -0.129117 -0.391961 -0.330785 -0.178 0.122 0.411
C -0.632702 0.445705 0.648923 0.085 -0.065 -0.158
O -1.098502 -0.095204 1.862117 0.169 0.131 -0.198
C -2.490800 -0.422944 1.873405 -0.560 0.011 0.093
C -2.807232 -1.120973 3.195933 0.348 0.074 -0.324
C -2.066473 -2.450507 3.328013 -0.724 0.027 0.081
N -0.598262 -2.235525 3.257635 0.038 0.348 -0.352
C -0.002110 -1.833620 4.550072 0.629 0.286 0.510
C 1.473788 -1.486958 4.327837 -0.217 0.066 0.122
O 2.167106 -2.583699 3.791854 0.113 -0.075 0.098
C 1.627654 -2.978108 2.559344 -0.208 -0.154 -0.100
C 0.155818 -3.382093 2.711132 0.708 -0.381 -0.262
C -0.652982 1.820560 0.455182 -0.031 -0.258 0.160
C -0.160805 2.347760 -0.715627 0.092 -0.077 -0.254
H 1.479585 3.522699 -7.492346 0.071 -0.002 -0.122
H 1.596896 4.802298 -6.284573 0.083 0.112 -0.004
H 0.072550 4.519759 -7.124356 -0.023 0.097 -0.098
H -0.145397 2.302994 -6.038002 -0.072 -0.031 0.055
H -0.010860 3.577894 -4.823378 -0.082 -0.046 -0.006
H 2.417291 3.090226 -4.578845 0.124 -0.015 -0.013
H 2.273512 1.789547 -5.768504 0.074 -0.024 0.004
H 0.578832 0.674152 -4.262627 0.046 0.026 0.074
H 2.213273 0.808922 -3.550129 -0.132 0.015 0.028
H 0.758683 -0.534813 -2.256689 0.045 -0.026 -0.100
H -0.119009 -1.463548 -0.182635 -0.021 -0.100 0.033
H -2.724045 -1.075377 1.021521 0.045 0.069 0.047
H -3.083559 0.492281 1.775310 0.079 -0.081 -0.025
H -2.549853 -0.453252 4.018750 -0.081 0.027 0.064
H -3.879015 -1.309224 3.243472 -0.001 -0.021 0.046
H -2.354716 -3.107063 2.503740 0.133 -0.005 0.050
H -2.317709 -2.948036 4.267087 0.148 -0.047 -0.068
H -0.499835 -1.403948 2.597370 0.072 -0.411 0.282
H -0.532563 -0.968722 4.946413 -0.071 -0.045 -0.068
H -0.085719 -2.667999 5.251045 -0.105 0.025 -0.117
H 1.954760 -1.252340 5.277908 -0.149 0.079 -0.064
H 1.551555 -0.615183 3.659762 0.016 -0.035 0.060
H 2.219658 -3.829017 2.220172 -0.144 0.068 -0.082
H 1.713615 -2.163052 1.822997 0.008 -0.065 0.017
H -0.256689 -3.667525 1.742565 -0.097 0.082 0.060
H 0.070761 -4.224882 3.401701 -0.108 0.095 -0.022
H -1.046274 2.463902 1.226691 -0.035 0.093 0.098
H -0.162618 3.411515 -0.887698 0.001 0.144 -0.016
```
Positions in Å, forces in eV/Å.

***

Formula: C5H14N2O
Source: OMol25
Level of theory: ωB97M-V with the def2-TZVPD basis set

Computed properties:
Energy above the lowest of the compared OMol25 structures with the same formula, charge and spin = 89.4 kJ/mol
F_max = 1.43 eV Å⁻¹
Kohn-Sham gap = 9.115 eV
DFT total energy = -10422.095 eV
Net charge = +2

```
22
Properties=species:S:1:pos:R:3:forces:R:3
C 0.640139 0.633782 0.652057 -0.551 -0.275 -0.112
C -0.172346 0.119203 -0.525831 -0.701 -0.186 -0.406
C -0.829230 1.237681 -1.331740 -0.504 0.253 1.143
C -0.823345 2.509020 -0.972400 0.865 0.593 -0.007
C -2.209355 -0.283753 -2.584430 -0.865 0.562 0.445
N -1.555119 0.809783 -2.501113 0.570 -0.565 -0.824
N 1.182803 -0.468988 1.505601 -0.237 -1.115 0.855
H 0.063729 1.284684 1.301663 -0.121 -0.092 0.024
H 1.451942 1.179802 0.260361 1.135 0.734 -0.140
H 0.417867 -0.442593 -1.250856 0.447 -0.075 0.161
H -0.911269 -0.593557 -0.162085 -0.283 0.005 0.100
H -0.324461 2.815842 -0.063575 0.073 -0.187 0.057
H -1.106928 3.386082 -1.531302 -0.700 -0.243 -0.435
H -2.556847 -0.720517 -1.654320 0.472 -0.598 -0.130
H -2.562654 -0.646437 -3.540206 -0.121 0.107 -0.074
H -1.449418 1.324601 -3.378183 0.370 0.175 0.182
H 1.077219 -0.307002 2.514851 0.171 0.405 -0.054
H 2.167224 -0.723649 1.389457 0.121 0.212 -0.265
H 0.681765 -1.361051 1.413564 0.009 0.055 -0.329
H 3.006109 -3.221780 3.736251 0.049 0.321 -0.136
H 1.599076 -3.630291 3.439970 -0.080 0.113 -0.061
O 2.213090 -2.900870 3.282256 -0.119 -0.197 0.006
```
Positions in Å, forces in eV/Å.

***

Formula: C2H5HgLiO2
Source: OMol25
Level of theory: ωB97M-V with the def2-TZVPD basis set

Computed properties:
Energy above the lowest of the compared OMol25 structures with the same formula, charge and spin = 19.7 kJ/mol
F_max = 1.78 eV Å⁻¹
Kohn-Sham gap (spin up / spin down) = 4.240 / 4.671 eV
DFT total energy = -10627.346 eV
Multiplicity = 2
<S²> = 0.76
Net charge = -1

```
11
Properties=species:S:1:pos:R:3:forces:R:3
H 2.441406 4.265228 1.053340 -0.319 -0.441 -0.030
Hg 1.592589 2.430979 0.668788 0.416 0.466 -0.013
O 0.005634 0.606657 0.618840 -0.833 1.053 0.632
C 0.340361 -0.483198 -0.182384 0.071 -0.404 -0.042
C -0.875534 -1.378385 -0.495631 1.066 -1.061 -0.946
O -0.547534 -2.465385 -1.228424 -0.845 0.923 0.815
Li -1.755926 0.563202 0.848577 0.703 -0.484 -0.404
H 1.058768 -1.120985 0.381538 -0.028 0.205 -0.766
H 0.708462 -0.154011 -1.181899 0.283 -0.335 0.592
H -1.616830 -0.678614 -0.999458 -0.338 0.256 -0.161
H -1.351396 -1.585487 0.516712 -0.176 -0.178 0.322
```
Positions in Å, forces in eV/Å.

***

Formula: C6H14N2
Source: OMol25
Level of theory: ωB97M-V with the def2-TZVPD basis set

Computed properties:
Energy above the lowest of the compared OMol25 structures with the same formula, charge and spin = 108.8 kJ/mol
F_max = 3.90 eV Å⁻¹
Kohn-Sham gap = 10.206 eV
DFT total energy = -9428.357 eV

```
22
Properties=species:S:1:pos:R:3:forces:R:3
C 2.518106 -0.926715 0.332362 -0.537 0.166 -0.051
C 1.553671 -0.307809 -0.352098 -1.368 -0.781 0.580
C -0.067061 -0.329610 -0.060845 3.103 -0.100 -0.384
C -0.386095 -0.657587 1.407568 -0.007 0.132 -0.221
C -0.643666 -1.419098 -0.975407 -0.111 0.112 -0.062
C -0.503222 1.072539 -0.501676 -3.812 -0.426 0.708
N -2.061246 1.125594 -0.216808 1.591 0.121 -0.813
N -0.029890 2.198405 0.221067 0.804 0.464 -0.025
H 3.544099 -0.953662 -0.027774 -0.162 0.157 0.056
H 2.326507 -1.453611 1.263411 -0.037 0.043 -0.091
H 1.854474 0.171259 -1.284628 -0.274 0.059 0.020
H -0.049132 0.128870 2.088687 0.018 -0.070 -0.043
H 0.093759 -1.588554 1.723435 0.062 0.101 -0.162
H -1.463718 -0.789881 1.548102 0.184 0.141 -0.139
H -1.724230 -1.514902 -0.832602 0.075 0.054 0.072
H -0.475178 -1.190453 -2.032982 0.083 0.001 0.072
H -0.180145 -2.389222 -0.764711 -0.070 0.198 0.011
H -0.360856 1.226511 -1.574526 0.355 -0.108 0.090
H -2.207385 2.112571 -0.002857 -0.128 -0.232 -0.142
H -2.538059 0.962076 -1.102037 -0.076 -0.057 0.211
H -0.098782 2.045222 1.221664 0.347 0.106 -0.146
H 0.898051 2.478057 -0.077343 -0.043 -0.082 0.459
```
Positions in Å, forces in eV/Å.